DFT (the ωB97M-V functional and the def2-TZVPD basis) results for a molecular structure, C16H18B2BeN6O2 in a non-equilibrium geometry.

Each line ends with the natural charge from an NBO analysis.
Atoms and positions in Å:
1 C 2.77034 -0.11871 -0.48938  0.023
2 N 1.55367 -0.11789 -1.06836  -0.519
3 N 1.76756 -0.10963 -2.45791  -0.306
4 C 3.08766 -0.16226 -2.70746  0.047
5 C 3.75712 -0.16489 -1.48338  -0.271
6 B 0.53843 0.00519 -3.39740  0.523
7 N -0.43181 -1.13104 -2.96167  -0.303
8 N -0.80801 -1.21747 -1.62500  -0.535
9 C -1.74172 -2.17573 -1.52798  0.032
10 C -1.94282 -2.73040 -2.79264  -0.280
11 C -1.10075 -2.05407 -3.66332  0.044
12 Be -0.08946 -0.08758 -0.68367  1.537
13 N -0.16292 1.28839 -2.88207  -0.240
14 N -0.51249 1.36227 -1.54106  -0.369
15 C -1.10095 2.55269 -1.35493  0.016
16 C -1.17231 3.23416 -2.57509  -0.083
17 C -0.56642 2.40103 -3.51336  0.067
18 H -1.42893 2.83978 -0.37581  0.262
19 H -0.42173 2.51721 -4.57786  0.272
20 H -1.62219 4.19694 -2.75279  0.272
21 H 0.81084 0.02425 -4.55858  0.021
22 H -0.90784 -2.15089 -4.72560  0.255
23 H 3.45340 -0.22216 -3.71647  0.255
24 H -2.63819 -3.52025 -3.01827  0.265
25 H 4.81685 -0.20088 -1.31001  0.263
26 H -2.18348 -2.34568 -0.55853  0.250
27 H 2.85298 -0.07794 0.57703  0.238
28 H -2.53464 -0.86860 1.06866  0.210
29 C -2.26697 -1.65643 1.77872  -0.884
30 H -3.02261 -2.46060 1.74568  0.249
31 H -1.26885 -2.04334 1.52927  0.213
32 H -2.27021 -1.24676 2.80060  0.222
33 O 0.92165 -0.58482 1.96844  -0.631
34 B 0.07990 0.20384 1.13726  0.379
35 O -0.39405 1.31470 1.89078  -0.655
36 C 0.01066 1.08709 3.16696  0.427
37 C -0.40375 1.70700 4.32441  -0.298
38 C 0.00104 1.12806 5.53565  -0.051
39 C 0.81681 -0.00429 5.56581  -0.072
40 C 1.26088 -0.61116 4.38459  -0.256
41 C 0.81997 -0.05175 3.20705  0.349
42 H -1.03344 2.59027 4.28222  0.269
43 H -0.32344 1.58166 6.47249  0.261
44 H 1.13276 -0.42791 6.51797  0.262
45 H 1.89748 -1.49140 4.36499  0.272

For the max |F|, the calculation gives 2.759 eV Å⁻¹. For the energy above the lowest of the compared OMol25 structures with the same formula, charge and spin, the calculation gives 0.0 kcal/mol. Its total charge is +2. The lowest unoccupied orbital energy (alpha / beta) is -9.68 / -10.84 eV. The frontier orbital gap (alpha / beta) comes out at 5.67 / 4.17 eV. The highest occupied orbital energy (alpha / beta) is -15.35 / -15.00 eV.

=====

DFT (the ωB97M-V functional and the def2-TZVPD basis) results for a molecular structure, C16H18BeIN3O8P2.

Each line ends with the natural charge from an NBO analysis.
Atoms and positions in Å:
1 Be -0.76773 -1.37449 -1.43417  1.707
2 O -2.41040 -3.75669 -2.51215  -1.004
3 P -1.14322 -3.18934 -3.33425  2.557
4 O -0.58497 -4.20662 -4.21415  -1.091
5 O -0.19876 -2.54135 -2.28459  -1.313
6 O -1.78049 -1.93479 -4.15531  -1.099
7 P -2.19070 -0.49796 -3.52202  2.547
8 O -0.90808 0.41586 -3.88475  -1.006
9 O -3.44317 -0.00354 -4.08811  -1.099
10 O -2.07085 -0.67757 -1.99185  -1.307
11 H -2.92842 -3.03962 -2.11992  0.502
12 H -0.90589 0.60190 -4.83194  0.503
13 I -1.97969 -0.33607 4.07382  0.174
14 C -1.59825 -1.73206 2.57303  -0.193
15 C -1.26341 -3.04194 2.88010  -0.189
16 C -0.97766 -3.91076 1.83833  -0.244
17 C -1.00962 -3.43576 0.53746  0.070
18 N -1.33820 -2.17332 0.25506  -0.544
19 C -1.64251 -1.33593 1.24869  0.014
20 H -1.23027 -3.37853 3.90828  0.235
21 H -0.72010 -4.94335 2.03293  0.236
22 H -0.77140 -4.06287 -0.31288  0.246
23 H -1.91277 -0.32554 0.95940  0.232
24 C 2.95047 2.47865 1.80736  -0.425
25 N 2.11101 1.32306 1.52061  -0.180
26 N 1.32761 1.27696 0.38594  -0.236
27 C 1.06838 -0.03009 0.07970  0.626
28 O 0.29800 -0.31941 -0.85868  -0.831
29 C 1.75808 -0.82053 1.03293  -0.402
30 C 2.40685 0.04609 1.86689  0.268
31 C 3.32548 -0.23266 3.00407  -0.659
32 C 0.58821 2.39791 -0.09546  0.180
33 C 0.00850 3.28187 0.80532  -0.264
34 C -0.74278 4.34314 0.32505  -0.201
35 C -0.93895 4.49687 -1.04105  -0.202
36 C -0.37489 3.59073 -1.92775  -0.173
37 C 0.40483 2.54327 -1.46322  -0.218
38 H 2.54361 3.34970 1.30499  0.244
39 H 3.97168 2.31776 1.45850  0.209
40 H 2.95638 2.66481 2.87858  0.221
41 H 1.77105 -1.89805 1.05951  0.250
42 H 3.38309 -1.30424 3.17450  0.244
43 H 2.96353 0.24748 3.91408  0.237
44 H 4.33249 0.13807 2.80280  0.235
45 H 0.12490 3.13080 1.87257  0.220
46 H -1.19579 5.03540 1.02325  0.221
47 H -1.54364 5.31383 -1.41167  0.223
48 H -0.54539 3.68954 -2.99166  0.228
49 H 0.82385 1.81937 -2.14818  0.253

For the max |F|, the calculation gives 0.792 eV Å⁻¹. For the energy above the lowest of the compared OMol25 structures with the same formula, charge and spin, the calculation gives 1.8 kcal/mol. Its total charge is 0. The lowest unoccupied orbital energy is -0.23 eV. The frontier orbital gap comes out at 9.29 eV. The highest occupied orbital energy is -9.52 eV.